No. 1
Formula: C6H14O
Source: OMol25
Level of theory: wB97M-V/def2-TZVPD

ΔE to the lowest compared entry with this formula, charge and spin   160.12 kcal/mol
Orbital gap   5.825 eV
E_LUMO   -0.062 Eh
Net charge   0
Multiplicity   1

XYZ file:
```
21
Properties=species:S:1:pos:R:3:forces:R:3
C 2.14861 -0.18708 -0.26809 1.427 0.092 -0.268
O -0.36852 1.00406 -2.56403 0.365 -0.301 0.790
C 1.05070 -0.97697 -0.73564 1.688 0.306 -2.909
C 1.01523 0.87035 -0.23962 -1.987 1.426 3.397
C -0.03381 0.72279 1.04753 2.043 -0.866 -0.416
C -1.38257 0.15886 0.67372 -1.460 1.063 -2.361
C -1.72318 -1.29609 1.07713 -2.238 1.734 0.317
H 3.03233 0.00763 -0.95382 -1.480 0.219 0.578
H 2.49116 -0.30447 0.78073 -0.121 -0.634 -0.812
H -0.82739 1.70579 -3.02937 0.006 0.086 -0.090
H 0.63251 -0.83447 -1.79515 0.727 -0.012 1.525
H 0.89938 -1.92685 -0.23789 -1.447 0.570 0.880
H 1.52176 1.85740 -0.01557 -0.079 -1.060 -0.507
H 0.41306 1.22613 -1.15141 -0.253 -0.760 -1.242
H 0.36900 -0.02620 1.75691 0.443 0.513 -0.031
H -0.05626 1.68598 1.57758 -0.213 -0.331 -0.304
H -1.51548 0.34126 -0.45447 0.318 -0.763 1.237
H -2.13154 0.86957 1.00912 -0.387 -0.205 0.600
H -2.75251 -1.58384 0.66594 1.524 0.343 0.441
H -1.79389 -1.38806 2.17628 0.243 -0.098 -0.443
H -0.98857 -1.92582 0.68013 0.882 -1.320 -0.382
```
Positions in Å, forces in eV/Å.

=====

No. 2
Formula: C5H12N2
Source: OMol25
Level of theory: wB97M-V/def2-TZVPD

ΔE to the lowest compared entry with this formula, charge and spin   26.28 kcal/mol
Orbital gap (spin up / spin down)   2.222 / 8.038 eV
E_LUMO (spin up / spin down)   0.134 / 0.129 Eh
Net charge   -1
<S²>   0.750
Multiplicity   2

XYZ file:
```
19
Properties=species:S:1:pos:R:3:forces:R:3
C -0.03210 2.19658 -0.80943 -0.222 -0.113 -0.165
C -0.96578 1.13216 -0.30592 0.006 0.317 -0.097
C -2.28207 1.16209 -0.48151 0.175 -0.044 0.085
N -3.16585 0.11187 -0.13783 0.017 0.007 0.159
H -0.58721 3.04072 -1.22911 0.002 -0.033 0.000
H 0.60747 2.57394 -0.01372 0.121 -0.021 0.075
H 0.62040 1.79679 -1.59326 0.036 0.041 0.119
H -0.50765 0.29871 0.21524 0.021 -0.099 -0.062
H -2.74516 2.00459 -0.98597 -0.072 -0.043 -0.001
H -3.95597 0.43524 0.40650 -0.016 0.032 -0.076
H -2.67456 -0.58931 0.40508 -0.043 -0.049 -0.067
C 1.18179 -1.58888 1.45791 -0.063 -0.116 -0.084
C 2.10788 -1.35926 0.53099 0.091 -0.114 -0.390
N 2.48834 -2.17310 -0.53106 0.026 0.066 0.200
H 0.63883 -2.52477 1.47788 -0.034 0.026 0.139
H 0.98660 -0.83884 2.21052 -0.119 0.084 0.101
H 2.61678 -0.40469 0.50664 0.120 0.029 0.174
H 2.16452 -3.12864 -0.44995 0.058 -0.029 0.042
H 3.50374 -2.14519 -0.67298 -0.105 0.060 -0.151
```
Positions in Å, forces in eV/Å.

=====

No. 3
Formula: CH14O7
Source: OMol25
Level of theory: wB97M-V/def2-TZVPD

ΔE to the lowest compared entry with this formula, charge and spin   120.25 kcal/mol
Orbital gap   8.345 eV
E_LUMO   -0.013 Eh
Net charge   0
Multiplicity   1

XYZ file:
```
22
Properties=species:S:1:pos:R:3:forces:R:3
O 0.61409 0.83567 -1.53185 2.326 4.554 -0.811
C 0.42720 0.10193 -2.51826 -0.644 -3.138 -2.749
H 0.30463 1.69000 1.53565 1.623 1.844 -0.867
H 0.98782 0.18763 -3.57106 -0.349 1.246 2.069
H 3.15506 -1.72886 0.28141 1.211 0.074 0.062
H 1.72780 -1.91807 0.21260 2.000 -2.350 0.564
O 2.59268 -2.49528 0.36432 -3.237 2.328 -0.602
H -1.16015 -1.15286 -2.52621 0.481 0.326 0.221
H -1.26914 -2.65653 -2.45108 -0.143 -0.022 -0.034
O -1.72765 -1.85355 -2.18128 -0.374 -0.680 -0.035
H 0.97847 3.17537 0.57050 1.156 0.042 0.971
H -2.93678 1.99221 -0.17731 0.896 -0.654 -0.322
O 0.47676 2.46301 0.92033 -2.872 -1.970 0.104
H 0.23192 -0.66310 3.44540 -0.234 0.386 -1.077
H 1.39196 0.12055 3.02323 -0.095 0.117 -0.647
O 0.54258 -0.17052 2.64554 0.424 -0.293 1.727
H -1.63880 2.62583 0.65037 0.972 -0.810 -0.674
H 1.16581 1.74755 -1.77919 -1.226 -2.527 1.235
O -2.56292 2.59618 0.45135 -1.741 1.453 0.955
H -0.79134 -2.06669 0.20977 -0.236 0.858 0.964
H -1.08881 -1.16960 1.58769 0.973 -0.186 -0.437
O -1.42120 -1.66087 0.83808 -0.909 -0.597 -0.619
```
Positions in Å, forces in eV/Å.

=====

No. 4
Formula: C3H5N5O
Source: OMol25
Level of theory: wB97M-V/def2-TZVPD

ΔE to the lowest compared entry with this formula, charge and spin   85.27 kcal/mol
Orbital gap   9.030 eV
E_LUMO   0.007 Eh
Net charge   0
SMILES   [H]/N=c1/ncn(N=C)n1O
Multiplicity   1

XYZ file:
```
14
Properties=species:S:1:pos:R:3:forces:R:3
H 2.86884 -1.64331 0.92141 -0.113 -0.317 0.022
N 2.90662 -0.66388 0.67904 0.462 -0.277 0.317
C 1.80093 -0.20124 0.34813 -1.061 1.010 -0.614
N 1.61494 1.17736 -0.00358 -2.089 -0.396 -0.017
C 0.32713 1.32205 -0.13388 1.218 -0.601 0.867
N -0.44078 0.15288 0.11029 0.459 1.829 0.415
N -1.54843 -0.19322 -0.61262 0.543 -0.631 -0.980
C -2.37114 0.71090 -0.92040 0.327 -0.968 0.151
N 0.51901 -0.84893 0.18051 0.652 -0.537 -0.624
O 0.19552 -1.77043 1.14734 0.236 -0.235 0.825
H -0.15863 2.28316 -0.26775 0.052 -0.257 -0.370
H -3.13056 0.49189 -1.62350 -0.836 -0.461 -0.283
H -2.32704 1.66166 -0.50533 0.141 1.947 0.506
H -0.25642 -2.47890 0.68033 0.010 -0.107 -0.216
```
Positions in Å, forces in eV/Å.

=====

No. 5
Formula: C39H38GeMoN6O4
Source: OMol25
Level of theory: wB97M-V/def2-TZVPD

Orbital gap (spin up / spin down)   5.118 / 5.452 eV
E_LUMO (spin up / spin down)   -0.034 / -0.037 Eh
Net charge   0
<S²>   2.029
Multiplicity   3

XYZ file:
```
89
Properties=species:S:1:pos:R:3:forces:R:3
Mo -0.11880 -0.49381 -1.51153 3.054 -0.641 -0.421
O -1.98555 -0.77486 -0.87628 8.526 -8.979 -10.756
C -2.53734 -1.84842 -0.46242 -0.948 -6.051 0.832
C -3.48609 -1.87784 0.57685 -1.326 -0.199 0.825
C -4.15848 -3.04608 0.97009 0.752 0.764 -0.690
C -3.89392 -4.25195 0.33176 0.301 -0.339 -0.394
C -2.95273 -4.28048 -0.69040 -0.538 0.500 0.561
C -2.28257 -3.09867 -1.05270 0.863 -0.342 -1.463
C -1.45670 -3.11332 -2.27067 -0.690 -0.414 1.748
N -0.45940 -2.31468 -2.49665 -4.574 -2.095 -0.826
C -0.26463 -2.27952 -3.93863 0.099 -0.061 -1.328
C 1.02592 -1.56508 -4.06259 0.780 -6.156 2.122
N 1.41288 -1.30225 -2.67868 3.341 -3.920 -3.500
C 2.58751 -1.82383 -2.46973 2.376 1.722 1.684
C 3.54425 -1.01620 -1.69181 -1.242 -2.547 -0.552
C 4.88467 -1.37493 -1.52470 0.443 0.899 0.393
C 5.77323 -0.41709 -1.04294 0.004 -0.796 -0.277
C 5.30731 0.86441 -0.74428 -1.525 0.068 -0.284
C 3.95412 1.18954 -0.93084 2.083 0.120 -0.632
C 3.03124 0.26268 -1.43033 0.203 -0.320 0.360
O 1.80784 0.49511 -1.73154 0.121 3.307 2.152
H -3.71797 -0.93692 1.07343 -0.376 -0.872 0.127
H -4.89310 -2.98930 1.76463 0.105 0.042 -0.029
H -4.42454 -5.15274 0.61614 0.077 0.023 -0.009
H -2.74737 -5.20138 -1.22209 0.066 0.033 0.000
H -1.82137 -3.81461 -3.04328 0.545 0.205 0.264
H -1.06385 -1.71109 -4.43132 -0.043 -0.352 0.202
H -0.19968 -3.27142 -4.40202 -0.151 0.042 0.316
H 0.90271 -0.61527 -4.59534 4.129 -7.297 -0.674
H 1.74171 -2.15607 -4.64951 -1.235 -5.321 4.807
H 2.97866 -2.70731 -2.99866 -0.243 0.529 -0.279
H 5.22606 -2.35756 -1.81900 0.018 -0.114 0.085
H 6.82527 -0.65341 -0.93010 -0.083 -0.024 0.014
H 5.98708 1.63036 -0.39021 -0.020 -0.062 0.057
H 3.60243 2.19743 -0.72460 2.900 -2.535 -2.463
O -2.42828 2.69128 -0.51025 0.245 -0.397 -0.184
C -1.92544 1.57979 -0.54697 -0.645 1.709 0.019
O -0.87626 1.34902 -1.36005 -0.408 -0.506 1.291
C -2.48225 0.46955 0.29757 -2.517 6.800 6.418
C -1.44449 -0.09520 1.27256 -0.213 0.158 0.963
Ge -0.88915 1.21834 2.61924 -0.063 -0.320 -0.545
C 0.33527 0.41865 3.87078 0.323 -0.490 0.293
C 0.84434 1.18916 4.92388 0.359 -0.750 0.116
C 1.73505 0.62244 5.84075 -0.214 -0.173 -0.370
C 2.11937 -0.71517 5.70769 -0.322 0.134 -0.368
C 1.61292 -1.48675 4.65744 -0.066 0.423 0.115
C 0.72190 -0.92197 3.73931 0.375 0.337 0.685
C -2.48824 1.60111 3.65582 -0.299 0.638 0.117
C -3.04915 2.88074 3.78845 -0.635 -0.783 0.610
C -4.20384 3.07102 4.55508 0.151 -0.460 0.001
C -4.80843 1.98759 5.19531 0.343 0.016 -0.248
C -4.25892 0.71083 5.06905 0.247 0.291 -0.264
C -3.10568 0.51905 4.30331 -0.300 0.586 0.074
C 0.17563 2.55955 1.69915 -0.080 0.707 -0.019
C -0.12964 3.92931 1.68599 1.031 -0.158 -0.623
C 0.68987 4.83018 0.99774 0.108 -0.420 0.024
C 1.82052 4.37291 0.31830 -0.409 -0.325 0.336
C 2.13402 3.01289 0.32687 -1.145 1.015 0.840
C 1.31633 2.11171 1.01408 -0.086 0.680 -0.004
H -2.81526 -0.34407 -0.38141 -5.087 6.016 2.885
H -3.36648 0.82500 0.87083 0.562 1.104 0.260
H -0.55483 -0.46406 0.71971 -0.235 0.165 0.834
H -1.89999 -0.95303 1.81016 0.618 0.408 -0.094
H 0.55129 2.22579 5.03309 -0.017 0.063 -0.005
H 2.12724 1.21969 6.65367 0.015 0.004 0.022
H 2.80894 -1.15345 6.41754 0.006 -0.001 0.005
H 1.91081 -2.52219 4.55474 0.021 -0.026 0.006
H 0.33826 -1.53001 2.93165 -0.043 -0.017 -0.108
H -2.62011 3.73648 3.31336 0.257 0.266 -0.282
H -4.63076 4.06098 4.65243 0.001 0.012 -0.010
H -5.70156 2.13729 5.78808 -0.005 0.000 0.005
H -4.72592 -0.13052 5.56447 0.000 -0.022 0.011
H -2.69143 -0.47747 4.21657 0.089 -0.069 0.002
H -0.98455 4.32141 2.19328 -0.416 0.040 0.194
H 0.44738 5.88508 0.99177 -0.036 0.010 0.003
H 2.45308 5.07184 -0.21348 0.016 0.033 -0.025
H 3.01036 2.65638 -0.19860 -3.100 2.394 2.611
H 1.57294 1.05982 1.01147 0.037 -0.158 0.022
N 1.67053 0.32422 -7.95248 -0.194 -0.683 1.612
C 1.43510 -0.03771 -6.60410 2.410 -2.297 -1.179
N 2.08257 -1.19156 -6.06999 1.426 2.894 -6.410
N 0.63984 0.68502 -5.88722 -1.559 0.774 2.458
C 0.36642 0.38667 -4.56016 -2.396 7.126 -2.098
N 0.16620 0.10257 -3.45887 -6.455 9.472 0.192
H 2.30191 -0.24024 -8.53869 -0.721 0.651 0.753
H 1.21489 1.15340 -8.36026 0.395 -0.901 0.658
H 2.71183 -1.75024 -6.66236 -0.525 0.852 0.126
H 1.94475 -1.49673 -5.09555 2.150 3.603 -3.722
H 0.69227 -1.65989 -0.38077 -0.784 0.755 0.026
```
Positions in Å, forces in eV/Å.

=====

No. 6
Formula: C21H28N
Source: OMol25
Level of theory: wB97M-V/def2-TZVPD

ΔE to the lowest compared entry with this formula, charge and spin   23.77 kcal/mol
Orbital gap   6.372 eV
E_LUMO   -0.188 Eh
Net charge   +1
Multiplicity   1

XYZ file:
```
50
Properties=species:S:1:pos:R:3:forces:R:3
C 1.28297 3.36329 5.50664 0.120 0.239 0.035
C 1.19422 2.05778 4.77829 -0.158 -0.248 -0.025
C 0.22060 1.11382 5.14141 -0.049 -0.246 -0.048
C 0.09584 -0.08326 4.45210 -0.018 -0.050 -0.289
C 0.93601 -0.38153 3.34531 0.591 0.496 0.466
C 0.69203 -1.52034 2.50950 -1.271 1.010 -0.834
C 1.29167 -1.63882 1.25275 0.388 -0.165 -0.642
C 1.18929 -2.75055 0.42529 -0.347 0.668 0.476
C 1.89693 -2.89914 -0.80762 0.566 0.005 -0.879
C 1.59255 -3.96701 -1.69847 0.048 0.178 0.355
C 2.28954 -4.13270 -2.88449 -0.107 0.043 0.181
C 3.32363 -3.25146 -3.23659 -0.275 -0.127 0.163
C 4.10055 -3.47046 -4.49507 0.197 0.083 -0.217
C 3.61937 -2.17655 -2.38880 -0.113 0.071 0.276
C 2.93577 -2.00065 -1.19520 -0.306 -0.282 -0.001
C 1.99149 0.53949 3.06242 -0.402 0.045 0.063
C 2.08211 1.74793 3.73881 0.081 -0.280 -0.116
H 2.07387 3.98932 5.08393 -0.143 -0.068 0.115
H 0.33844 3.91875 5.44903 0.152 -0.166 -0.020
H 1.49967 3.20925 6.57137 -0.043 -0.028 -0.208
H -0.44881 1.34349 5.97386 0.179 -0.138 -0.279
H -0.67867 -0.80376 4.72587 0.169 0.259 -0.060
H -0.14190 -2.18232 2.75474 0.558 0.476 -0.100
H 1.83663 -0.76765 0.86497 0.009 -0.643 0.363
H 0.50636 -3.55110 0.72280 0.255 0.064 -0.010
H 0.79217 -4.65775 -1.42435 0.233 0.146 -0.126
H 2.04476 -4.95648 -3.55889 0.042 0.232 0.264
H 4.85238 -2.68683 -4.61841 -0.086 -0.152 -0.071
H 4.61454 -4.43992 -4.48130 -0.125 0.173 0.048
H 3.44595 -3.46542 -5.37498 0.079 0.004 0.182
H 4.40790 -1.48005 -2.67864 -0.206 -0.195 0.163
H 3.20740 -1.17677 -0.53521 0.007 -0.247 -0.256
H 2.72211 0.30914 2.28657 -0.224 0.127 0.243
H 2.85046 2.47603 3.46728 -0.190 -0.318 0.091
C -0.60453 -8.24998 5.88099 -0.003 0.047 0.001
C -0.47733 -7.33181 4.66657 -0.062 0.028 -0.183
C -0.09764 -5.88239 4.97314 0.223 0.212 0.108
C 0.11002 -5.06107 3.69393 -0.136 -0.051 -0.392
N 0.64958 -3.69403 3.82290 0.436 -0.727 0.779
H -0.85366 -9.26281 5.54957 0.033 0.126 0.098
H 0.33287 -8.30638 6.44530 -0.140 0.051 -0.062
H -1.39942 -7.92037 6.55919 0.150 0.000 -0.078
H 0.27122 -7.75062 3.98341 -0.069 0.024 0.025
H -1.43116 -7.33162 4.12585 0.099 -0.034 -0.039
H -0.89780 -5.41885 5.56790 0.201 -0.021 0.010
H 0.82405 -5.85779 5.57181 -0.140 0.006 -0.051
H 0.77165 -5.60236 3.00349 -0.174 -0.001 0.166
H -0.85662 -4.95365 3.18820 -0.020 -0.276 -0.011
H 0.52713 -3.32073 4.76296 0.205 -0.168 -0.160
H 1.63372 -3.64457 3.56414 -0.213 -0.180 0.486
```
Positions in Å, forces in eV/Å.

=====

Look up the net charge of the fifth one. 0

=====

multiplicity of number 1 (C6H14O)? 1